Density functional theory data (ωB97M-V/def2-TZVPD) for C3H12BInNNaO as an isolated structure.

Last column: Mulliken charge in e.
Element x y z (Å)
C 1.39876 -1.24046 1.20729  -0.509
B 1.67826 -0.86078 -0.39624  -0.163
O 2.22783 -1.79397 -1.39940  -0.545
In 1.09124 1.28043 -0.99716  0.674
C -0.85343 1.70726 0.17433  -0.720
C -1.99470 0.75181 -0.53590  -0.280
N -2.17903 -0.60068 0.16382  -0.654
H 2.33140 -1.02001 1.89387  0.227
H 1.06150 -2.36999 1.21466  0.310
H 0.48199 -0.61368 1.62056  -0.126
H 1.41145 -2.09902 -1.93295  0.316
H 0.57301 1.21144 -2.74536  -0.333
H 2.37854 2.49134 -0.68033  -0.337
H -1.04101 2.86592 0.02737  0.271
H -0.73017 1.47401 1.33390  0.003
H -3.03055 1.29889 -0.48698  0.298
H -1.66920 0.54162 -1.65633  0.207
H -1.28417 -1.15109 0.15804  0.196
H -2.82119 -1.13249 -0.49764  0.251
Na 0.96945 -0.74055 3.53445  0.916

Atoms 1-3, force components in eV/Å:
C -0.6 -1.2 0.8
B 0.6 0.0 -1.2
O -3.0 0.0 1.6

## Properties
largest force on an atom: 3.37 eV/Å
energy: -17104.53157 eV
total charge: 0

Density functional theory data (ωB97M-V/def2-TZVPD) for C3H12BaO3 as an isolated structure.

Last column: Mulliken charge in e.
Element x y z (Å)
Ba -0.92084 2.58594 0.89551  1.998
C 4.19481 3.65462 -1.69366  -0.515
O 3.02018 3.51784 -2.42992  -0.520
H 4.87499 4.22469 -2.32651  0.245
H 4.03157 4.09221 -0.70880  0.191
H 4.67380 2.70514 -1.45461  0.259
H 3.38376 3.45023 -3.31582  0.340
C 1.82059 -3.15221 1.56010  -0.490
O 1.64317 -2.32586 0.39165  -0.537
H 0.98007 -3.79714 1.81638  0.264
H 2.80667 -3.61278 1.49987  0.267
H 1.80058 -2.46797 2.40834  0.174
H 1.82984 -2.85592 -0.38668  0.322
C -5.91819 -0.78518 0.83743  -0.446
O -4.70227 -1.21296 0.15090  -0.534
H -5.82758 0.28551 1.02046  0.151
H -6.81204 -0.94035 0.23323  0.257
H -5.98223 -1.31923 1.78548  0.253
H -4.89695 -2.04666 -0.28343  0.319

Atoms 1-3, force components in eV/Å:
Ba 0.1 -0.2 -0.2
C 1.3 -0.1 0.6
O -0.9 -0.3 -0.3

## Properties
largest force on an atom: 1.47 eV/Å
energy: -10122.89716 eV
total charge: +2
energy relative to the best compared isomer or geometry (same formula, charge and spin): 0.589 eV

Please write out number 1 again, unchanged.
Density functional theory data (ωB97M-V/def2-TZVPD) for C3H12BInNNaO as an isolated structure.

Last column: Mulliken charge in e.
Element x y z (Å)
C 1.39876 -1.24046 1.20729  -0.509
B 1.67826 -0.86078 -0.39624  -0.163
O 2.22783 -1.79397 -1.39940  -0.545
In 1.09124 1.28043 -0.99716  0.674
C -0.85343 1.70726 0.17433  -0.720
C -1.99470 0.75181 -0.53590  -0.280
N -2.17903 -0.60068 0.16382  -0.654
H 2.33140 -1.02001 1.89387  0.227
H 1.06150 -2.36999 1.21466  0.310
H 0.48199 -0.61368 1.62056  -0.126
H 1.41145 -2.09902 -1.93295  0.316
H 0.57301 1.21144 -2.74536  -0.333
H 2.37854 2.49134 -0.68033  -0.337
H -1.04101 2.86592 0.02737  0.271
H -0.73017 1.47401 1.33390  0.003
H -3.03055 1.29889 -0.48698  0.298
H -1.66920 0.54162 -1.65633  0.207
H -1.28417 -1.15109 0.15804  0.196
H -2.82119 -1.13249 -0.49764  0.251
Na 0.96945 -0.74055 3.53445  0.916

Atoms 1-3, force components in eV/Å:
C -0.6 -1.2 0.8
B 0.6 0.0 -1.2
O -3.0 0.0 1.6

## Properties
largest force on an atom: 3.37 eV/Å
energy: -17104.53157 eV
total charge: 0

Among the records above, which one has the lowest energy? C3H12BInNNaO

What is the formula in the first record? C3H12BInNNaO